(1)
The following is a DFT calculation (wB97M-V/def2-TZVPD) of 2 unconnected molecules or ions with the total composition CH2N3O3.

Last column: natural (NBO) charge in e.
Element x y z (Å)
H  0.742  0.838  -0.787  0.2765
O  -4.702  0.356  0.102  -0.5699
H  0.285  -1.057  0.322  0.4522
N  0.399  0.917  0.298  -0.1050
N  -1.213  -0.360  -0.252  -0.2640
O  -0.555  -1.534  0.098  -0.5788
C  -2.473  -0.246  -0.051  0.3201
N  -3.527  0.171  0.358  0.0167
O  1.154  -0.053  0.848  -0.5478

As for the charge: -1. The gap between HOMO and LUMO (spin up / spin down) comes out at 0.2545 / 0.2545 hartree. The value obtained for the highest occupied orbital energy (spin up / spin down) is -3.160 / -3.161 eV. The energy above the lowest of the compared OMol25 structures with the same formula, charge and spin comes out at 742.6 kJ/mol.


(2)
The following is a DFT calculation (wB97M-V/def2-TZVPD) of C22H22F3N5O in the gas phase.

Last column: natural (NBO) charge in e.
Element x y z (Å)
C  1.576  0.974  5.353  -0.1338
F  -5.571  -0.611  -5.885  -0.3227
H  2.756  -1.342  -2.737  0.1899
C  1.227  0.834  -1.136  -0.1819
H  2.870  -1.675  -0.286  0.2137
H  3.864  0.733  5.491  0.2275
H  1.423  1.016  7.545  0.2135
H  -1.075  0.257  7.629  0.2180
N  -0.746  -2.045  -1.829  0.0037
C  -0.599  0.170  4.278  -0.2756
N  2.189  0.311  -0.584  -0.4698
N  1.696  0.625  2.876  -0.4342
H  0.856  -1.541  -0.476  0.2659
C  1.211  0.732  -2.765  -0.4034
H  -2.103  -0.479  5.586  0.2123
O  0.235  -0.144  1.424  -0.5803
H  3.316  1.996  2.899  0.2317
C  -4.084  -0.400  -4.232  -0.1197
H  -0.912  -0.256  3.173  0.2869
H  1.615  -2.627  -2.458  0.2178
C  -1.827  0.054  -4.369  -0.2145
H  3.315  0.077  0.845  0.1694
C  -3.213  0.213  -4.816  -0.1957
C  -5.589  -0.047  -4.666  1.0262
N  -2.048  -2.229  -1.766  -0.2334
C  1.979  -1.541  -2.202  -0.3835
C  2.855  1.345  4.997  -0.4140
H  2.773  1.684  0.711  0.1780
H  1.361  1.999  -0.886  0.1696
H  2.154  0.960  -3.050  0.2021
C  -2.547  -1.499  -2.823  0.1134
C  1.855  -1.221  -0.694  -0.2879
H  0.129  0.722  -0.858  0.1761
C  2.850  1.235  3.553  -0.2263
H  3.189  2.493  5.290  0.2340
C  -1.431  -0.708  -3.553  0.0725
H  1.173  -0.716  -4.248  0.2191
H  0.472  1.626  -3.293  0.1974
C  0.925  0.942  6.549  -0.1661
C  -1.105  -0.085  5.558  -0.2091
C  -0.469  0.205  6.777  -0.2081
C  0.918  -0.685  -3.166  -0.0534
C  -3.905  -1.199  -3.113  -0.1867
H  -0.933  0.476  -4.882  0.2020
H  -3.556  0.790  -5.621  0.2196
N  -0.564  -1.120  -2.725  -0.1740
C  1.275  0.330  1.650  0.6778
H  -4.528  -1.945  -2.781  0.2445
C  0.809  0.498  4.141  0.1974
F  -6.472  -1.199  -3.928  -0.4563
H  3.779  0.505  3.247  0.1846
C  2.538  0.458  0.762  -0.2151
F  -5.906  1.058  -4.508  -0.2192

The SMILES is O=C(CN1CCC(n2nnc3cc(C(F)(F)F)ccc32)CC1)N1CCc2ccccc21. The gap between HOMO and LUMO comes out at 0.3049 hartree. The value obtained for the highest occupied orbital energy is -8.303 eV.


(3)
The following is a DFT calculation (wB97M-V/def2-TZVPD) of a molecular structure, C19H11IN4O4PtS.

Last column: natural (NBO) charge in e.
Element x y z (Å)
O  -0.942  -2.427  0.390  -0.5434
H  0.289  -4.620  -4.752  0.2276
C  -1.209  -3.299  -0.469  0.7431
C  0.351  4.656  4.109  -0.2202
C  3.122  -2.586  0.922  0.1898
C  1.844  -0.512  -3.016  0.7288
C  0.590  4.197  5.399  -0.1365
H  0.222  5.714  3.933  0.2278
H  -1.091  -4.971  -2.687  0.2566
N  2.227  -2.171  0.287  -0.6621
C  1.066  -2.744  -4.046  -0.2015
C  -0.408  -3.150  -1.799  0.1166
N  0.321  -2.055  -1.905  -0.4558
H  -2.635  2.061  -3.607  0.2428
C  0.290  3.770  3.053  -0.1455
H  -0.405  0.993  -2.959  0.4474
O  2.391  -0.222  -4.062  -0.6429
S  4.339  -3.218  1.728  -0.0900
C  -3.278  1.194  -1.656  -0.2904
C  1.046  -1.845  -2.990  0.1126
H  1.659  -2.523  -4.919  0.2581
H  0.982  2.488  6.633  0.2296
H  -2.780  -0.007  0.165  0.2437
N  -1.264  0.932  -2.432  -0.3071
O  -1.994  -4.223  -0.418  -0.5861
O  1.786  0.151  -1.950  -0.7713
C  0.469  2.399  3.284  -0.0850
H  0.871  0.883  4.741  0.2361
C  0.475  0.631  1.338  -0.2082
C  -2.446  1.502  -2.713  -0.0440
Pt  0.651  -0.766  -0.091  1.4546
C  0.780  2.840  5.632  -0.2195
C  0.296  -3.895  -3.949  -0.1417
C  0.430  1.470  2.227  0.0522
I  -5.260  1.791  -1.422  0.1972
N  -1.291  0.284  -1.270  -0.2775
C  -2.504  0.429  -0.774  -0.0436
H  0.113  4.113  2.043  0.2314
H  0.635  4.897  6.222  0.2251
C  0.722  1.942  4.586  -0.1412
C  -0.460  -4.104  -2.804  -0.2074

The gap between HOMO and LUMO (spin up / spin down) comes out at 0.1211 / 0.1297 hartree. The value obtained for the highest occupied orbital energy (spin up / spin down) is -8.406 / -8.401 eV. The energy above the lowest of the compared OMol25 structures with the same formula, charge and spin comes out at 512.6 kJ/mol.


(4)
The following is a DFT calculation (wB97M-V/def2-TZVPD) of a molecular structure, C41H45NP2Sn.

Last column: Löwdin charge in e.
Element x y z (Å)
C  -2.027  4.084  4.989  -0.0672
H  -0.374  -4.643  -1.274  0.0978
H  0.091  3.812  -0.821  0.0827
C  -2.674  3.648  -0.097  -0.1197
H  -0.602  -2.272  1.241  0.0145
C  1.974  1.418  -2.737  -0.1808
C  -0.132  2.192  4.152  -0.1134
C  0.152  -4.665  -0.308  -0.0198
H  -3.898  4.667  -1.558  0.1149
H  -1.324  3.042  -4.756  0.1186
H  3.562  2.833  -2.979  0.1434
C  1.389  0.898  0.416  -0.2730
C  0.864  -1.681  -1.465  -0.3293
C  -2.030  -4.751  2.564  -0.3094
N  -1.290  -4.078  1.649  0.0789
H  2.669  -3.737  -3.550  0.1281
H  0.611  -3.677  -0.160  0.0345
H  -2.547  -6.898  2.844  0.1109
C  1.106  1.346  -3.856  -0.3152
H  0.587  1.434  3.829  0.0944
C  0.572  1.892  0.910  -0.3350
H  -1.937  4.451  -0.045  0.1096
H  2.460  1.184  0.314  0.0734
H  1.054  2.872  1.012  0.0831
C  3.786  -1.001  0.305  -0.1090
C  -3.604  1.567  0.762  -0.1000
C  0.596  -3.161  -3.833  -0.0423
H  -5.608  2.862  -1.679  0.1171
C  0.772  2.499  -4.799  -0.1672
C  2.566  -2.641  1.678  -0.0517
C  -0.768  -4.992  0.788  -0.3121
H  0.482  2.045  -5.768  0.1374
H  -0.269  -0.680  2.068  0.0591
P  1.089  -0.849  0.172  0.9896
H  -2.450  -4.673  4.628  0.0974
H  -0.938  -7.186  0.575  0.1085
P  -1.060  1.927  1.614  1.0209
H  0.465  -3.743  -4.745  0.1214
C  -2.518  2.484  0.698  -0.4018
H  -1.569  4.181  -2.627  0.1259
H  5.944  -1.242  0.195  0.1234
C  -3.791  3.777  -0.929  -0.0889
C  -4.776  2.780  -0.975  -0.0542
C  4.972  -2.760  1.446  -0.0363
H  1.974  4.506  -3.067  0.1309
C  -1.071  2.715  3.221  -0.3700
C  0.401  3.651  -1.866  -0.2169
H  0.954  -5.415  -0.375  0.1065
C  2.727  2.607  -2.299  -0.1763
H  0.588  2.217  6.190  0.1153
H  -1.196  -0.737  0.524  0.0439
H  -1.443  -2.393  -3.887  0.1249
C  1.830  -3.137  -3.171  -0.0430
C  1.971  -2.360  -2.027  -0.0865
H  -5.467  0.914  -0.104  0.1185
C  -0.391  -1.207  1.101  -0.1871
H  -1.097  3.902  6.932  0.1113
H  2.964  -2.332  -1.574  0.1063
H  1.596  -2.988  2.036  0.1103
H  -3.815  -4.213  3.592  0.0993
H  3.764  -0.135  -0.368  0.0960
H  -3.557  0.760  1.503  0.1092
H  2.352  0.462  -2.368  0.0952
H  -2.761  4.829  5.328  0.1178
C  -0.383  -1.746  -2.135  -0.1730
C  -0.378  3.443  -4.362  -0.2120
C  -0.140  2.615  5.472  -0.0759
C  -0.499  -2.440  -3.335  -0.0661
H  2.295  4.463  -1.330  0.1331
H  -2.450  -3.078  3.827  0.0797
C  3.777  -3.262  1.987  -0.0341
C  -2.722  -4.134  3.708  -0.0222
H  3.755  -4.137  2.646  0.1245
H  -2.762  4.047  2.949  0.1028
C  5.001  -1.624  0.610  -0.0401
C  -2.020  -6.158  2.267  0.0015
H  -0.244  4.397  -4.884  0.1384
C  -2.027  3.663  3.661  -0.0786
H  3.244  2.368  -1.359  0.1052
H  1.681  3.095  -4.972  0.1267
H  5.912  -3.250  1.693  0.1185
Sn  -0.482  1.477  -2.331  1.3264
H  0.951  0.334  -4.266  0.1170
C  -0.604  3.662  -2.875  -0.2858
C  -4.688  1.684  -0.102  -0.0636
C  -1.091  3.560  5.899  -0.0586
C  -1.226  -6.308  1.129  -0.0064
C  2.592  -1.547  0.814  -0.3402
H  -1.263  -1.216  -1.758  0.0605
C  1.869  3.880  -2.162  -0.1423

As for the charge: +2. The gap between HOMO and LUMO (spin up / spin down) comes out at 0.2138 / 0.1845 hartree. The value obtained for the highest occupied orbital energy (spin up / spin down) is -12.098 / -12.110 eV. The energy above the lowest of the compared OMol25 structures with the same formula, charge and spin comes out at 0.0 kJ/mol.


(5)
The following is a DFT calculation (wB97M-V/def2-TZVPD) of 16 unconnected molecules or ions with the total composition H32O16.

Last column: natural (NBO) charge in e.
Element x y z (Å)
H  0.302  2.315  -2.719  0.5143
H  0.827  3.363  -4.964  0.4802
H  4.148  -1.983  1.864  0.4859
H  -2.584  0.603  -5.786  0.4555
H  -0.069  0.787  2.094  0.4680
H  0.790  -4.410  4.130  0.4661
H  5.137  0.278  -2.562  0.4732
O  0.817  -3.495  4.330  -0.9557
H  -4.694  0.713  -0.101  0.4676
O  0.165  -4.623  0.686  -0.9230
H  1.964  -2.177  0.523  0.4940
H  0.900  -2.999  3.436  0.4856
H  -0.405  -1.455  2.506  0.4624
O  3.912  -2.305  0.883  -0.9545
H  0.530  -1.748  0.492  0.4569
H  0.665  4.008  4.700  0.4624
H  -3.159  1.482  -0.130  0.4975
H  -3.149  -1.609  -1.335  0.4633
H  -0.822  3.580  0.727  0.4779
H  4.456  -3.126  0.889  0.4762
O  -3.109  -0.700  -1.773  -0.9387
O  5.017  -0.069  -3.472  -0.9287
H  -0.731  -5.010  0.585  0.4662
H  5.005  -0.945  -3.411  0.4556
H  2.374  2.143  0.765  0.4974
O  -2.229  1.481  -5.374  -0.9319
O  -1.794  3.319  0.723  -0.9487
H  -3.717  -1.916  2.248  0.4983
O  1.262  3.042  -4.275  -0.9517
O  1.436  -1.361  0.567  -0.9599
H  3.105  0.849  0.115  0.4807
H  -3.923  -1.061  0.838  0.4887
O  -3.696  -1.798  1.282  -0.9837
H  -1.710  -2.210  2.378  0.4840
H  -0.290  1.338  -1.475  0.4717
O  -4.186  1.582  0.081  -0.9644
H  -0.291  3.062  4.099  0.4690
H  2.095  3.382  -4.067  0.4881
O  -0.702  -2.311  2.385  -0.9453
H  -2.037  3.911  -0.015  0.4858
H  -1.528  0.937  -4.777  0.4757
H  -0.017  -3.759  0.378  0.4560
O  -0.495  1.718  -2.367  -1.0015
H  -2.652  -1.095  -2.606  0.4751
H  -0.693  1.724  1.005  0.4861
O  3.126  1.774  0.191  -0.9791
O  0.173  1.697  1.656  -0.9675
O  0.477  3.078  4.652  -0.9312

The gap between HOMO and LUMO comes out at 0.3837 hartree. The value obtained for the highest occupied orbital energy is -10.793 eV. The energy above the lowest of the compared OMol25 structures with the same formula, charge and spin comes out at 890.0 kJ/mol.


Listing electronic energy for the structures above in their given order: -11675.05300, -40803.86608, -56207.21106, -69126.43688, -33275.71005 eV.